Here is a structure of composition C3H10FN5O3S3 from the Open Molecules 2025 dataset. Energies are from ωB97M-V with the def2-TZVPD basis set.

Geometry (Å):
C  -3.42527  2.02915  -0.03179
C  2.52365  0.49083  -0.94800
C  3.23737  -1.44928  0.44983
N  -1.77447  -0.98541  0.61537
N  0.05836  0.65242  0.61947
N  0.08157  -2.41968  -0.37282
N  -2.00481  1.69902  -0.09426
N  2.38778  -0.30060  0.28196
O  -1.84450  0.76566  2.31351
O  1.05373  -0.92983  2.34356
O  -2.15348  -2.45879  -1.41347
F  -0.93125  -0.39063  -1.62076
S  -1.49667  0.51708  0.97579
S  0.92378  -0.55566  0.94333
S  -1.21594  -1.75563  -0.61026
H  -4.00622  1.25578  0.27511
H  -3.63174  2.96728  0.57103
H  -3.95969  2.33344  -1.07721
H  3.18561  1.42703  -0.88347
H  2.90609  -0.12530  -1.72075
H  1.47538  0.96762  -1.14526
H  2.86290  -2.26036  -0.19292
H  4.31811  -1.19907  0.23795
H  3.13252  -1.76682  1.44938
H  -1.70280  1.49172  -0.96532

Properties
Highest occupied orbital energy (alpha / beta) (eV): -9.851 / -9.847
Relative energy (zero: lowest compared OMol25 entry of this formula, charge and spin) (kcal/mol): 70.3
Orbital gap (alpha / beta) (eV): 7.92 / 7.92
LUMO energy (alpha / beta) (eV): -1.9 / -1.9
Total charge: 0

***

Here is the molecule C3H10IPSi from the Open Molecules 2025 dataset. Energies are from ωB97M-V with the def2-TZVPD basis set.

Geometry (Å):
C  -1.56659  -0.29572  -1.25004
Si  0.11908  0.47183  -1.15696
C  -0.49226  1.51133  0.39827
P  1.48429  -1.28957  -0.49069
C  0.98426  -1.33651  1.36112
I  3.56694  -0.14577  -0.36734
H  -1.53923  -0.97973  -0.40258
H  -2.31859  0.38874  -1.14519
H  -1.87947  -0.98262  -2.13822
H  0.65197  1.50290  -2.08107
H  -1.26086  2.29477  0.28837
H  -0.57781  0.75546  1.16597
H  0.23023  2.18201  0.79047
H  -0.07668  -0.99613  1.45943
H  1.07213  -2.40095  1.56629
H  1.60262  -0.68003  2.00216

Properties
SMILES: C[SiH](C)P(C)I
Highest occupied orbital energy (eV): -8.578
Relative energy (zero: lowest compared OMol25 entry of this formula, charge and spin) (kcal/mol): 33.3
Orbital gap (eV): 8.87
LUMO energy (eV): 0.3
Total charge: 0

***

Here is a structure of composition C3H10InN2O3 from the Open Molecules 2025 dataset. Energies are from ωB97M-V with the def2-TZVPD basis set.

Geometry (Å):
In  5.10249  -1.06395  -5.33133
C  5.41599  -5.75367  -3.68385
C  3.94595  -5.15957  -4.07052
O  3.94770  -3.82716  -4.43987
O  6.18491  -6.05744  -4.73887
H  5.31877  -6.64692  -3.06664
H  5.84303  -4.91245  -3.06582
H  3.26862  -5.41946  -3.24992
H  3.63529  -5.80744  -4.91780
H  3.05808  -3.48617  -4.22421
H  6.35964  -5.23834  -5.24501
C  5.67500  -1.20519  -1.25229
O  5.82873  -1.49255  -2.49674
N  4.54210  -0.72274  -0.74321
N  6.79293  -1.27368  -0.47824
H  4.48127  -0.39617  0.21296
H  3.70130  -0.62320  -1.28840
H  6.76946  -1.23633  0.53708
H  7.64186  -1.57189  -0.94759

Properties
Highest occupied orbital energy (eV): -21.309
Relative energy (zero: lowest compared OMol25 entry of this formula, charge and spin) (kcal/mol): 24.2
Orbital gap (eV): 3.05
LUMO energy (eV): -18.3
Total charge: +3